1.
55
Properties=species:S:1:pos:R:3:forces:R:3:mulliken_charge:R:1 method="wB97M-V/def2-TZVPD" homo_lumo_gap_ha=0.2397 max_force_ha_per_bohr=0.020 e_tot_ha=-1497.03845 total_charge=+3
C -0.84393 -4.00762 -2.96356 0.12 -0.04 -0.11 -0.64
C -1.37969 3.31003 4.29665 0.00 -0.03 -0.08 -1.66
H -2.54354 -4.31693 -1.67606 0.01 0.00 -0.01 0.49
H -3.65920 2.05366 -1.00535 0.00 -0.01 -0.01 0.35
H 3.32053 -0.80364 -3.69698 0.00 0.01 -0.01 0.48
Zr -0.15497 0.21783 -0.47999 -0.12 0.85 0.60 0.69
N 1.22342 0.20129 -2.31775 0.23 0.04 -0.27 0.39
H 2.00702 -1.74389 3.62450 0.00 0.02 0.02 0.51
H 0.43320 -3.05489 0.61217 0.00 0.03 -0.03 0.22
H 2.65515 1.16531 -3.44092 0.06 0.04 -0.06 0.30
H 3.42376 3.34207 -3.01923 0.01 0.00 0.00 0.22
H -2.94295 3.88972 2.18192 0.01 -0.02 0.02 0.50
C -1.05970 0.50604 1.78810 0.11 -0.27 0.02 1.57
C -1.74049 -3.65781 -1.97674 -0.13 0.02 -0.01 -0.84
C 2.04332 -0.86058 0.96383 0.14 -0.08 -0.08 -1.88
C 2.33977 -1.13632 -4.04427 -0.07 0.11 -0.03 -1.84
H 2.24494 0.20668 1.08460 0.04 0.05 0.03 0.35
N 2.09845 1.22520 -2.59951 -0.22 -0.10 0.23 -0.55
C 0.26072 -1.90707 -2.67676 0.08 0.23 0.00 0.58
N -0.63153 -1.55869 -1.70288 0.10 -0.31 -0.36 -0.26
C 0.17864 -3.11817 -3.31629 -0.13 -0.21 -0.05 -0.69
H -0.92357 -4.96355 -3.46603 0.01 0.01 0.01 0.50
C 1.30122 -0.89025 -3.00449 -0.07 -0.37 -0.08 1.06
C -1.55311 2.49624 3.05093 0.00 0.10 0.11 0.24
H 2.43349 -2.18575 -4.29745 -0.01 0.00 0.00 0.39
H 2.08746 -0.59782 -4.96543 0.02 -0.01 0.01 0.44
H -2.27983 -2.12110 -0.57848 -0.02 0.02 0.06 0.47
H 0.35581 -1.24728 3.96262 0.01 -0.02 -0.03 0.50
C -0.85362 1.29581 2.90878 0.04 0.13 0.01 -0.79
C 0.63191 -2.81499 1.66007 -0.06 -0.08 -0.01 -1.52
H 1.88807 -1.10465 -0.11288 -0.17 -0.02 0.02 0.75
H 2.80791 4.20762 -1.66353 0.00 0.03 0.00 0.26
H -2.48602 0.21426 0.15782 -0.15 -0.18 0.02 0.50
C -2.42582 2.94723 2.04273 0.02 0.08 0.13 -0.73
C -1.98900 0.96617 0.78546 -0.03 -0.03 -0.12 0.06
H 1.50385 -3.39094 1.97001 -0.01 0.01 0.02 0.47
N 2.81160 3.35918 -2.21381 0.01 0.05 0.03 -0.32
N -0.30457 -0.58926 1.32134 0.14 0.21 0.10 -0.04
C 1.21708 -1.05541 3.32235 0.04 0.02 0.06 -2.16
H 0.87861 -3.39485 -4.08958 -0.02 -0.01 0.00 0.33
H -4.73512 2.39892 0.34682 0.00 0.00 0.01 0.37
H 1.58398 -0.04459 3.49616 0.02 -0.02 -0.03 0.46
H 2.97359 -1.39187 1.17112 0.00 -0.01 0.07 0.56
H -1.63019 4.35547 4.13047 0.01 -0.01 0.00 0.43
S 1.02723 2.51179 -0.47556 0.00 -0.27 -0.22 -0.38
H -0.22092 -3.14448 2.25333 0.02 0.02 0.02 0.42
C -3.74359 2.59766 -0.06479 0.06 -0.01 0.02 -1.56
C 0.89454 -1.32638 1.86221 -0.28 0.04 0.11 1.93
H -2.05495 2.92692 5.06741 0.00 0.00 -0.01 0.35
C -1.60355 -2.42167 -1.36740 0.15 0.01 -0.02 0.12
C -2.69244 2.19612 0.92694 0.05 -0.15 -0.14 -0.28
H -0.36531 3.24019 4.68690 -0.02 -0.01 0.01 0.41
H -0.16146 0.99815 3.67825 -0.03 0.01 0.03 0.41
H -3.69088 3.66502 -0.27531 -0.01 0.00 0.01 0.43
C 2.04472 2.35587 -1.86248 0.03 0.12 0.03 0.63

2.
89
Properties=species:S:1:pos:R:3:forces:R:3:mulliken_charge:R:1 method="wB97M-V/def2-TZVPD" homo_lumo_gap_ha=0.0583 max_force_ha_per_bohr=0.122 e_tot_ha=-16638.19852
C -2.81040 11.92922 2.75491 0.04 0.74 0.60 -0.41
H 0.89116 -5.43192 2.10864 0.01 -0.04 -1.38 0.41
F 5.56090 -8.80050 -1.20380 0.64 -0.25 -0.06 -0.61
F -4.72009 10.83896 1.91368 -0.18 -0.16 0.04 -0.31
O -2.65909 10.12007 1.37480 0.16 0.16 0.63 -0.27
H -1.75583 -4.31659 0.20043 1.05 0.57 0.25 0.10
N -1.37411 -0.26988 -1.10307 0.70 -0.16 -0.44 0.10
H -2.85762 -0.22012 1.48819 -0.88 -0.26 -1.34 0.18
C 5.47356 -1.12126 -4.12399 -2.07 0.79 -0.49 0.65
Be 7.67635 -4.76576 -1.42101 -0.28 1.52 -0.27 0.70
C 3.11615 -5.23635 -0.04692 -0.15 0.43 -0.26 0.72
C -3.45213 -0.24082 0.50271 0.92 2.67 2.66 -0.10
O -1.44009 11.64462 2.50486 -0.21 -0.49 -0.29 -0.30
H -3.99628 0.89862 3.52957 -0.29 0.44 0.21 0.59
O 2.09242 -0.40863 -4.75164 0.60 0.38 -0.95 -0.34
H -4.79233 -1.81541 -0.01950 0.58 0.46 0.42 0.51
C -4.73202 0.69389 0.76754 0.35 0.86 -0.80 -0.51
C -1.42867 -1.74013 -0.89791 -0.98 -2.22 1.19 0.99
O -3.53881 0.47451 5.04460 0.03 0.17 -0.47 -0.93
O 1.58080 0.34617 -6.72401 0.21 0.35 0.16 -0.74
Br -2.24379 3.76070 4.63739 0.92 0.78 0.59 0.01
C 2.27261 0.56138 -5.69422 0.85 1.84 -1.18 0.66
C -2.56010 0.47884 -0.59462 -0.88 0.52 -1.27 -1.16
N -3.78648 -1.67357 0.21838 -0.45 -0.19 -1.03 0.15
O 0.37078 -4.45306 0.26630 -0.28 -0.42 0.32 -0.02
Br -2.70105 6.88148 4.03028 0.10 -0.15 0.03 -0.02
C 0.70763 -5.63363 1.00038 0.00 -1.01 0.51 -0.94
F 4.61592 -6.81778 -1.07824 -0.24 2.89 2.27 -0.21
Li 1.00655 -0.03891 -0.92973 0.80 0.99 1.48 0.85
C -4.38850 1.90175 3.13589 0.07 2.09 -1.44 -0.69
H -3.42457 -1.74812 -1.96336 0.41 -0.25 1.71 0.34
H -5.42723 2.17822 3.50089 1.24 -0.77 -0.39 0.43
F 3.09009 -4.22882 0.93426 0.04 -1.43 -1.90 -0.31
C -3.00473 -2.14475 -0.97067 1.10 -1.89 -1.91 -1.77
H 1.38952 -0.78374 -3.30624 0.70 -0.68 -1.19 0.46
H 0.24443 -1.79645 0.70385 -1.28 -0.69 -0.37 0.43
O 7.91887 -0.69011 -3.20800 -1.00 -0.88 0.03 -0.65
O 0.82714 -1.57379 -3.45667 -3.01 -1.90 5.16 -0.39
F 2.79893 -4.77638 -1.34103 1.04 -0.61 2.86 -0.27
O 3.05629 1.48767 -5.42375 -0.62 -0.43 -0.11 -0.64
Li -7.98967 4.13885 0.52398 0.46 -0.23 0.18 0.95
Br -6.11880 -0.17482 1.90612 0.60 -0.07 -1.12 -0.06
C -0.80194 -2.22821 0.52168 -0.81 -0.02 0.27 -0.46
H 3.01035 -0.32749 0.96193 0.22 -0.05 0.01 0.09
O 1.72278 -2.49717 -1.36419 -2.90 1.79 -0.43 0.84
H 1.45795 -0.90160 -5.31092 0.15 -0.53 0.71 0.24
H -5.17479 0.91697 -0.26858 0.33 -0.29 1.64 0.60
H -2.18963 1.52193 -0.29318 -0.80 -1.72 0.13 0.39
C 1.99376 -6.31742 0.32441 -1.42 -0.96 -1.30 0.86
H 6.07238 -4.97971 -1.72458 -0.76 -0.05 0.76 0.40
H -3.51575 9.91544 3.23264 -0.16 0.01 -0.08 0.13
H -2.96888 12.21365 3.79575 0.23 -0.05 -0.06 0.28
F 5.41239 0.00645 -4.84417 0.94 -0.80 0.44 -0.19
H -3.21038 -0.15797 5.68038 0.11 -0.27 0.18 0.11
O -0.80797 -2.55431 -1.90484 0.28 1.74 0.72 -0.30
F 5.15278 -3.41287 -0.76157 1.27 -3.05 0.34 -0.18
H -0.12394 -6.41813 0.94981 1.11 0.89 -0.10 0.36
C -4.30657 2.05464 1.54371 0.67 -1.98 1.83 -0.07
H -0.94974 -4.01878 1.81354 0.02 0.31 -1.48 0.47
H -3.13424 12.75249 2.11227 -0.14 -0.21 -0.07 0.26
F 2.46647 -7.42272 1.04476 -0.72 2.44 -0.95 -0.31
F 6.77678 -4.64468 0.28622 -0.11 -0.01 -2.64 -0.31
H -3.24092 0.67264 -1.50611 0.73 -0.22 1.33 0.33
Br -5.48760 3.59871 0.97328 0.02 0.09 -0.36 -0.33
O 2.21093 0.00527 0.56625 -1.77 -0.59 -1.82 -0.93
O -0.41485 10.18670 1.11713 -0.77 0.33 0.31 -0.49
S 7.20897 -1.75187 -3.90181 2.57 2.35 -1.58 1.02
H -0.83813 5.37224 3.36875 -0.13 0.10 0.21 0.38
F 5.11175 -6.24713 1.11162 -1.43 0.98 -2.56 -0.30
F 1.52807 -6.84653 -0.91960 0.97 0.82 2.22 -0.27
H -3.67459 2.69486 3.55788 -1.73 -1.64 -1.09 -0.31
H -3.14829 -3.27988 -1.03330 0.44 1.64 0.16 0.45
C -1.40964 10.61185 1.61617 1.51 -0.29 -0.63 0.64
H -1.43028 -1.83677 1.40553 0.88 -0.34 -1.28 0.30
B 0.57055 -2.23519 -2.18426 2.09 0.49 -2.33 -1.30
H 1.98206 -1.66009 -0.88912 0.85 -0.95 0.36 0.09
O 7.71151 -2.00830 -5.23970 -1.00 -0.29 1.02 -0.62
H -3.24870 2.38533 1.30858 -1.47 -0.22 -0.22 0.42
F 4.87237 -0.84483 -2.94500 0.69 -0.38 0.03 -0.21
H -3.62011 -2.31084 1.02443 0.13 0.81 -0.37 0.50
H -1.33461 -0.00635 -2.10736 0.13 -0.89 0.64 0.35
C 4.60606 -5.77760 -0.12601 0.58 -2.20 -0.47 0.93
C -3.47318 10.63311 2.40822 -0.47 -0.08 -0.43 0.45
C -1.39446 5.47071 4.29823 0.22 -0.21 0.05 -0.40
O 7.04005 -2.97183 -3.09298 -0.39 -2.63 1.98 -0.55
C 5.65156 -4.70495 -0.66172 -1.71 2.47 0.66 0.10
C -0.84690 -3.83149 0.68105 0.23 0.41 1.60 -0.82
F 4.67478 -2.00982 -4.75227 0.83 -0.18 0.31 -0.22
Br -0.11444 5.92846 5.67918 -0.30 -0.04 -0.25 -0.02

3.
95
Properties=species:S:1:pos:R:3:forces:R:3:mulliken_charge:R:1 method="wB97M-V/def2-TZVPD" homo_lumo_gap_ha="0.2599 / 0.2402" spin_multiplicity=9 max_force_ha_per_bohr=0.127 e_tot_ha=-24707.71668 total_charge=+1
H -13.43023 11.52472 9.26586 0.14 -0.19 -0.20 0.22
O -12.22929 22.92994 8.41718 -1.26 -0.26 -0.47 -0.61
C -12.11559 13.11810 9.81133 1.64 -0.12 0.60 -0.75
O -16.27128 18.20997 12.00119 1.70 -0.85 -0.47 -0.52
O -15.12753 17.47421 4.99318 0.16 -0.34 1.33 -0.56
C -14.94098 23.37463 6.74632 0.31 0.41 0.89 0.70
F -13.75581 16.27685 12.95797 -0.02 0.94 0.08 -0.13
O -11.59684 20.61864 8.72537 -1.15 -0.13 0.25 -0.56
C -13.59761 17.45807 12.33108 -0.16 -0.06 -0.80 0.07
H -8.68365 19.04306 10.16654 0.37 -0.51 0.47 0.49
H -11.74075 17.49471 14.94330 -0.18 0.37 0.02 0.01
C -15.48589 20.88983 14.84314 2.12 0.03 -0.21 0.37
Cl -18.00271 15.24050 15.60351 -0.39 0.14 -0.10 -0.12
H -13.14105 14.37648 11.08634 -0.90 0.64 -0.22 0.19
Cl -16.09869 17.21081 14.69646 -0.83 -0.17 1.00 0.09
S -15.15056 17.70446 11.22880 -2.70 -0.49 1.52 -0.16
C -19.37077 16.65589 11.76137 1.67 1.14 1.26 -0.22
H -15.27675 20.81207 13.77622 -1.22 -0.09 -0.31 -0.01
Cl -17.20053 17.31227 17.49817 -0.23 -0.22 -1.47 -0.11
C -10.38066 17.37781 16.61115 -0.37 -0.14 -0.88 -0.66
C -18.34961 15.48349 12.02119 -2.58 0.49 -0.17 0.01
S -14.09736 21.63162 6.71112 -1.26 -1.14 -0.69 0.80
C -12.84964 12.30550 8.77452 1.88 -1.67 -0.17 -0.54
H -11.97475 12.62122 10.77122 -0.22 -0.38 -0.17 0.30
O -16.76180 15.71626 8.52334 0.34 -1.38 -0.90 -0.07
H -20.08652 14.17927 9.95819 0.08 -0.19 0.55 0.46
Br -12.98294 22.58267 14.61271 -1.50 -0.57 0.29 -0.18
H -9.62097 17.45702 12.84238 -0.32 0.27 -0.48 -0.18
C -12.95363 17.56329 6.63288 -0.72 -0.97 -0.67 0.42
H -12.44057 15.23716 9.66349 -0.41 0.18 0.01 -0.08
H -21.26982 15.91634 11.17281 0.02 -0.30 -0.41 0.30
H -15.51318 23.05666 14.95337 0.46 0.13 -0.46 0.44
C -8.95385 17.59638 11.99171 1.04 0.87 -0.49 -0.10
F -12.01315 22.23701 11.36683 -0.91 0.03 -0.58 -0.15
F -14.06875 22.82933 10.79517 1.27 -1.68 -0.10 -0.26
Fe -15.26114 19.58191 8.47311 0.00 -0.14 -0.23 0.40
F -12.79034 18.85568 6.38051 0.05 -0.91 -0.10 -0.16
C -11.40282 18.17800 15.72241 1.33 -0.55 0.77 -0.18
Fe -16.13773 14.49761 10.19599 0.03 1.68 -1.32 1.28
F -13.52205 20.70249 11.15904 -0.52 -0.31 0.52 0.08
C -14.85409 22.24548 15.26272 -1.19 -0.04 0.79 -0.66
H -10.71251 16.34188 16.68056 -0.08 0.25 0.32 0.37
O -15.08089 20.67664 6.25207 -1.35 -0.10 0.23 -0.63
F -13.50251 18.48343 13.16492 -0.02 -0.81 -0.24 0.19
H -18.32450 17.64348 15.41049 0.03 -0.43 0.01 0.27
F -16.23473 23.16509 6.82799 -0.54 -0.42 0.04 -0.20
F -17.58307 16.25952 5.40008 0.38 -0.58 0.48 -0.15
C -17.56389 16.93219 15.73240 1.41 0.43 1.02 -0.16
C -9.33354 18.73418 10.98529 -1.41 -1.00 0.78 -0.03
O -14.90249 15.58618 6.62259 -0.19 2.36 -0.04 -0.41
O -15.37543 16.32745 10.70558 0.66 0.34 0.47 0.62
F -14.68349 24.03502 5.64271 0.42 -0.34 -0.04 -0.18
C -13.74313 13.23397 8.12157 -2.06 0.10 -0.75 -0.57
Br -9.81818 20.35167 11.95289 0.44 -0.13 0.33 -0.16
H -10.21632 17.80564 17.60012 0.17 0.05 -0.33 0.43
H -7.97021 17.76003 12.43192 -0.06 0.13 -0.14 0.43
O -14.13100 14.07044 9.18740 -2.27 2.07 2.75 -0.07
S -17.00180 17.01521 7.97076 -0.19 2.42 0.08 -0.42
H -14.84937 20.09255 15.22691 -0.39 -0.05 0.42 -0.28
F -18.55150 18.04638 5.94157 0.36 0.67 0.91 -0.18
S -12.63762 21.61383 8.81654 4.66 0.71 4.52 0.75
O -17.69730 17.85645 8.91090 0.37 0.68 -0.72 -0.59
O -12.91341 21.66269 5.93428 0.34 0.65 0.64 -0.52
H -17.37791 15.68071 12.47397 0.09 0.47 -0.52 -0.12
F -12.48971 17.35369 11.58715 -0.62 0.33 0.24 -0.08
C -18.19082 16.86859 6.39476 -0.09 -0.17 -1.12 0.70
O -18.27464 14.91137 10.67858 1.99 -0.43 1.06 -0.45
F -12.59954 17.32346 7.90505 -0.09 -0.09 -0.61 -0.11
H -20.54089 17.04262 9.99234 -0.03 -0.06 0.18 0.23
H -10.30979 18.47719 10.57421 0.25 -0.14 -0.36 -0.29
H -14.83992 22.33238 16.34916 0.44 -0.15 -0.05 0.42
N -14.02876 21.07280 8.34206 -0.28 2.27 -2.88 0.01
H -12.20124 11.89430 8.00084 0.18 -0.49 0.38 0.36
H -18.85075 14.76813 12.67327 0.07 -0.30 -0.02 0.31
O -14.81288 18.63832 10.17774 1.12 0.21 -0.90 0.51
Br -12.95391 18.76332 16.79133 0.57 -0.41 -0.31 -0.14
Br -8.77237 15.83642 11.14061 -0.27 0.31 -0.11 -0.18
Br -8.58164 17.09410 15.70886 -1.19 0.52 0.46 -0.17
H -18.84233 17.51048 11.33885 0.36 0.09 0.57 -0.07
H -10.94152 19.07706 15.31375 -0.21 -0.11 -0.02 0.34
C -12.96105 14.34502 10.01177 0.65 -0.24 -0.04 0.19
F -19.29758 16.20169 6.70131 0.48 -0.13 0.79 -0.20
H -14.64808 12.67560 7.88199 -0.06 0.39 -0.85 0.36
H -11.09623 13.39111 9.53843 -0.08 0.02 -0.38 0.36
F -14.56914 24.08459 7.81270 0.00 -0.48 -0.62 -0.18
Br -17.33595 20.48667 15.44870 1.15 0.80 -0.54 -0.17
S -14.84933 17.02989 6.33849 3.73 -1.36 -3.14 0.57
H -19.29194 15.32359 8.98774 0.04 0.30 0.10 -0.05
H -19.90698 16.94703 12.66459 0.39 0.10 0.13 0.58
H -13.39823 13.86866 7.30530 0.20 -0.33 -0.03 0.28
C -13.09046 21.84635 10.68185 0.45 1.84 -1.06 0.36
C -19.53004 15.11372 10.03051 -1.21 -0.46 -2.00 -0.27
C -20.34027 16.24598 10.70872 0.52 -1.42 -0.43 -0.64
F -12.21068 16.78421 5.77754 -1.06 1.33 1.42 -0.21
N -15.59318 17.94302 7.40874 -3.69 -2.77 1.61 0.55